Entry 1:
ORCA calculation (ωB97M-V/def2-TZVPD) on a 10-piece molecular cluster, C20H60O10 overall.

Calculated values
* HOMO-LUMO gap: 0.3755 hartree
* E_HOMO: -9.8 eV
* max |F|: 0.044 hartree/bohr
* energy relative to the best compared isomer or geometry (same formula, charge and spin): 2.214 eV
* SMILES string: CCO.CCO.CCO.CCO.CCO.CCO.CCO.CCO.CCO.CCO
* multiplicity: 1
* net charge: 0

Atoms and positions in Å:
O (20.097, 11.609, 17.006)
O (23.029, 5.637, 13.783)
O (19.772, 14.580, 16.817)
O (18.072, 13.437, 13.525)
O (24.248, 9.685, 20.237)
O (17.703, 4.400, 17.233)
O (20.766, 4.919, 21.616)
O (25.639, 11.549, 18.344)
O (22.734, 11.423, 22.157)
O (21.387, 11.509, 14.597)
C (21.019, 12.403, 23.638)
C (27.863, 12.477, 18.555)
C (23.258, 12.160, 13.354)
C (16.472, 11.704, 13.787)
C (18.254, 6.671, 16.657)
C (22.815, 11.339, 14.573)
C (20.909, 15.259, 17.359)
C (21.911, 10.487, 18.186)
C (24.254, 8.273, 20.433)
C (21.650, 5.923, 13.568)
C (26.910, 11.409, 19.001)
C (21.410, 7.421, 13.530)
C (21.505, 12.152, 22.217)
C (25.556, 7.848, 21.078)
C (20.873, 5.561, 20.352)
C (18.788, 5.266, 16.953)
C (17.305, 12.724, 14.526)
C (19.729, 6.572, 20.267)
C (20.591, 10.349, 17.409)
C (21.504, 16.170, 16.294)
H (23.145, 10.309, 14.412)
H (25.059, 10.942, 18.828)
H (20.169, 13.081, 23.625)
H (21.730, 10.787, 19.219)
H (21.013, 11.104, 13.811)
H (27.683, 13.454, 18.997)
H (23.474, 12.030, 22.259)
H (28.861, 12.198, 18.923)
H (21.598, 14.501, 17.735)
H (18.264, 14.328, 13.822)
H (23.322, 11.713, 15.460)
H (19.850, 9.819, 18.007)
H (21.204, 5.490, 12.670)
H (20.812, 11.455, 24.136)
H (21.580, 15.590, 15.374)
H (20.538, 11.855, 16.163)
H (17.793, 6.678, 15.667)
H (20.808, 9.689, 16.563)
H (16.930, 4.544, 16.685)
H (21.807, 12.822, 24.270)
H (19.064, 7.400, 16.698)
H (19.737, 13.685, 17.169)
H (23.280, 4.876, 13.253)
H (19.371, 5.248, 17.877)
H (22.506, 16.441, 16.628)
H (26.701, 11.558, 20.066)
H (16.679, 13.524, 14.935)
H (20.795, 11.514, 21.691)
H (16.935, 10.717, 13.869)
H (25.745, 8.468, 21.957)
H (20.808, 4.888, 19.501)
H (19.906, 7.342, 19.505)
H (22.270, 9.456, 18.295)
H (15.461, 11.560, 14.178)
H (25.675, 6.808, 21.386)
H (21.127, 5.546, 14.456)
H (24.357, 12.116, 13.270)
H (20.901, 17.060, 16.136)
H (23.397, 8.099, 21.094)
H (20.612, 15.867, 18.219)
H (21.669, 7.928, 14.458)
H (20.916, 5.557, 22.315)
H (19.473, 4.803, 16.233)
H (22.649, 11.090, 17.669)
H (19.639, 7.209, 21.151)
H (22.867, 11.712, 12.442)
H (28.063, 12.472, 17.482)
H (27.324, 10.425, 18.760)
H (20.320, 7.506, 13.435)
H (23.127, 13.238, 13.433)
H (17.481, 6.919, 17.381)
H (21.825, 7.877, 12.632)
H (26.411, 8.037, 20.422)
H (16.323, 11.959, 12.740)
H (23.549, 10.059, 20.782)
H (21.832, 6.089, 20.297)
H (21.553, 13.086, 21.654)
H (18.786, 6.053, 20.102)
H (17.961, 12.304, 15.288)
H (24.033, 7.679, 19.542)


Entry 2:
ORCA calculation (ωB97M-V/def2-TZVPD) on C31H42BF2N5O3RhS as an isolated structure.

Calculated values
* HOMO-LUMO gap (spin up / spin down): 0.2557 / 0.2333 hartree
* E_HOMO (spin up / spin down): -8.8 / -10.4 eV
* max |F|: 0.032 hartree/bohr
* energy relative to the best compared isomer or geometry (same formula, charge and spin): 0.182 eV
* multiplicity: 5
* net charge: +1

Atoms and positions in Å:
Rh (-0.435, -0.305, -0.118)
S (-0.090, -2.532, 0.088)
F (-2.500, -0.491, -1.469)
F (-3.390, -1.457, 0.392)
O (4.063, 2.564, 0.231)
O (-1.527, 3.694, -1.649)
O (1.798, 3.943, 2.798)
N (1.502, 2.383, 0.286)
N (-0.161, 3.860, 0.865)
N (-2.161, -3.867, 1.141)
N (-2.059, -3.857, -1.136)
N (-0.720, 1.719, 0.142)
C (-0.715, -5.922, -2.922)
C (0.197, 2.639, 0.406)
C (2.163, 1.272, -0.246)
C (0.470, 6.104, 0.216)
C (-1.546, -3.473, 0.029)
C (2.334, -0.854, -1.334)
C (-0.630, -4.225, 3.163)
C (-3.862, 3.110, -1.313)
C (-3.017, 1.068, 0.523)
C (-0.352, -4.439, -2.876)
C (3.567, 1.401, -0.294)
C (2.482, 6.168, 2.113)
C (-4.447, 1.321, 0.203)
C (-2.066, 2.041, -0.089)
C (1.541, 0.129, -0.738)
C (-1.814, -3.491, 2.516)
C (3.711, -0.734, -1.361)
C (5.208, 3.127, -0.395)
C (2.268, 7.261, 1.286)
C (-0.642, -6.577, 2.067)
C (0.443, -6.767, -3.446)
C (-1.890, 4.455, -2.793)
C (2.843, 3.926, 3.758)
C (-0.786, -5.742, 3.343)
C (1.686, 5.034, 2.002)
C (4.335, 0.391, -0.832)
C (-2.498, 2.967, -1.025)
C (-4.811, 2.275, -0.685)
C (0.685, 4.993, 1.018)
C (-1.521, -3.542, -2.465)
C (1.254, 7.239, 0.343)
B (-2.675, -0.413, -0.092)
H (-2.923, -4.376, -1.110)
H (5.413, 0.466, -0.856)
H (-5.860, 2.420, -0.912)
H (-2.484, 3.863, -3.491)
H (0.475, -4.295, -2.180)
H (-1.148, 4.051, 0.809)
H (1.328, -6.636, -2.821)
H (4.311, -1.527, -1.788)
H (5.468, 4.011, 0.182)
H (-1.474, -6.429, 1.383)
H (3.821, 4.022, 3.279)
H (-0.010, -6.065, 4.040)
H (-2.342, -3.675, -3.168)
H (0.185, -7.825, -3.455)
H (-2.443, 5.355, -2.514)
H (-5.182, 0.686, 0.680)
H (6.056, 2.443, -0.393)
H (-3.068, -4.292, 1.019)
H (0.702, -6.473, -4.464)
H (0.285, -4.022, 2.612)
H (-1.747, -5.959, 3.820)
H (-4.190, 3.859, -2.018)
H (-2.863, 1.035, 1.610)
H (2.721, 4.721, 4.497)
H (1.080, 8.094, -0.294)
H (3.259, 6.214, 2.863)
H (2.139, 3.119, 0.556)
H (-0.010, -4.112, -3.861)
H (-0.605, -7.639, 2.307)
H (0.280, -6.320, 1.539)
H (2.776, 2.960, 4.250)
H (-0.513, -3.768, 4.149)
H (-2.704, -3.695, 3.111)
H (-1.592, -6.068, -3.560)
H (-0.320, 6.065, -0.525)
H (-0.980, -6.264, -1.917)
H (1.876, -1.727, -1.782)
H (-1.229, -2.493, -2.485)
H (2.894, 8.137, 1.392)
H (-0.956, 4.738, -3.272)
H (4.980, 3.422, -1.422)
H (-1.638, -2.413, 2.538)


Entry 3:
ORCA calculation (ωB97M-V/def2-TZVPD) on an isolated ion of composition C6H8N3O2 and charge +1.

Calculated values
* HOMO-LUMO gap: 0.3318 hartree
* E_HOMO: -13.2 eV
* max |F|: 0.103 hartree/bohr
* energy relative to the best compared isomer or geometry (same formula, charge and spin): 1.728 eV
* SMILES string: COc1cn(C#N)c(OC)[nH+]1
* multiplicity: 1
* net charge: +1

Atoms and positions in Å:
O (0.412, -2.503, -0.097)
O (-2.157, 1.557, -0.032)
N (-5.153, -0.448, 0.062)
N (-2.704, -0.767, 0.099)
N (-0.520, -0.279, -0.224)
C (-1.217, 2.588, 0.282)
C (-4.016, -0.577, 0.084)
C (-1.744, 0.330, -0.147)
C (-0.614, -1.668, -0.027)
C (-1.927, -1.988, 0.121)
C (1.790, -1.997, -0.017)
H (0.205, 0.273, -0.637)
H (-1.930, 3.421, 0.792)
H (2.414, -1.918, -0.985)
H (2.215, -2.829, 0.724)
H (-0.618, 2.154, 1.111)
H (-0.467, 3.104, -0.450)
H (1.758, -1.023, 0.515)
H (-2.238, -3.000, 0.147)


Entry 4:
ORCA calculation (ωB97M-V/def2-TZVPD) on a 7-piece molecular cluster, C28H49N7 overall.

Calculated values
* HOMO-LUMO gap: 0.4004 hartree
* E_HOMO: -10.5 eV
* max |F|: 0.119 hartree/bohr
* energy relative to the best compared isomer or geometry (same formula, charge and spin): 3.525 eV
* SMILES string: CCCC#N.CCCC#N.CCCC#N.CCCC#N.CCCC#N.CCCC#N.CCCC#N
* multiplicity: 1
* net charge: 0

Atoms and positions in Å:
N (1.598, -1.635, -2.792)
N (-2.638, -5.402, -2.083)
N (3.871, 1.525, 0.389)
N (-1.623, 0.132, 3.493)
N (8.079, -4.499, 1.273)
N (-2.162, 0.443, -2.735)
N (-0.925, 4.388, 3.540)
C (-3.687, 1.712, 3.983)
C (4.703, 2.282, 0.158)
C (0.179, -1.660, 0.517)
C (-3.015, 2.966, -2.930)
C (-3.845, 3.285, -4.227)
C (0.138, 4.137, 3.065)
C (-4.562, -5.245, -0.352)
C (1.555, -1.258, -0.165)
C (-4.670, -3.868, 0.366)
C (4.999, -4.876, -0.309)
C (1.601, -1.491, -1.620)
C (-1.209, -1.169, 0.030)
C (5.805, 3.267, -0.184)
C (7.141, 2.642, -0.460)
C (-5.917, -3.694, 1.225)
C (-3.473, -5.328, -1.267)
C (1.424, 3.724, 0.946)
C (-4.418, 1.903, 2.667)
C (7.116, -4.189, 0.690)
C (-5.302, 2.763, -4.037)
C (5.902, -3.744, -0.032)
C (-2.573, 1.573, -2.832)
C (3.671, -4.364, -0.575)
C (-4.994, 0.666, 1.877)
C (7.300, 1.782, -1.701)
C (1.463, 3.878, 2.468)
C (-2.496, 0.856, 3.681)
C (0.520, 2.627, 0.519)
H (4.997, -5.459, 0.612)
H (-4.474, -5.939, 0.484)
H (2.043, 4.800, 2.496)
H (0.225, -1.370, 1.567)
H (1.736, -0.191, -0.043)
H (-2.093, -1.375, 0.634)
H (-5.451, -5.605, -0.869)
H (-4.584, -3.022, -0.317)
H (-5.698, 3.361, -3.216)
H (0.263, -2.746, 0.534)
H (7.900, 3.381, -0.203)
H (5.874, 3.978, 0.639)
H (-5.492, 1.690, -4.014)
H (2.466, 3.672, 0.630)
H (2.921, -5.121, -0.804)
H (3.681, -3.579, -1.332)
H (-5.332, 2.465, 2.859)
H (-2.097, 3.550, -2.875)
H (6.142, -3.125, -0.896)
H (5.416, -5.378, -1.182)
H (2.055, 3.071, 2.902)
H (-3.734, -3.549, 0.824)
H (-4.304, 1.208, 4.727)
H (3.345, -3.761, 0.273)
H (-3.824, 2.479, 1.957)
H (7.217, 1.840, 0.274)
H (-5.774, 0.072, 2.352)
H (-3.339, 2.644, 4.428)
H (-3.718, 4.353, -4.407)
H (1.042, 4.671, 0.565)
H (5.462, 3.918, -0.988)
H (-5.688, -3.147, 2.139)
H (5.502, -3.006, 0.663)
H (-5.843, 3.166, -4.893)
H (-5.462, 1.016, 0.956)
H (-4.157, 0.015, 1.625)
H (7.265, 2.408, -2.593)
H (0.909, 1.737, 1.013)
H (-3.360, 2.857, -5.104)
H (-3.569, 3.210, -2.024)
H (-0.525, 2.846, 0.738)
H (0.435, 2.532, -0.564)
H (-1.110, -0.093, -0.114)
H (-6.337, -4.692, 1.345)
H (2.462, -1.649, 0.296)
H (6.730, 0.864, -1.847)
H (-6.704, -3.158, 0.693)
H (8.358, 1.571, -1.542)
H (-1.335, -1.539, -0.987)


Entry 5:
ORCA calculation (ωB97M-V/def2-TZVPD) on a 2-piece molecular cluster, C6H16ClNSi overall.

Calculated values
* HOMO-LUMO gap: 0.2888 hartree
* E_HOMO: -8.0 eV
* max |F|: 0.078 hartree/bohr
* energy relative to the best compared isomer or geometry (same formula, charge and spin): 4.509 eV
* multiplicity: 1
* net charge: 0

Atoms and positions in Å:
Cl (-3.185, -1.284, -0.429)
Si (0.022, -0.200, 0.086)
N (-0.642, 1.327, 0.037)
C (0.430, -1.222, -1.447)
C (1.637, -0.621, -2.212)
C (-0.830, 1.974, 1.290)
C (0.746, -0.519, 1.779)
C (0.646, -2.047, 1.915)
C (-1.338, 1.895, -1.162)
H (-1.372, 1.018, -1.808)
H (0.221, 0.045, 2.517)
H (-0.594, -1.219, -1.794)
H (2.439, -0.304, -1.509)
H (-2.317, 2.261, -1.082)
H (1.734, -0.179, 1.748)
H (-1.798, 1.896, 1.767)
H (-0.375, -2.084, 1.766)
H (0.770, -2.577, 2.881)
H (2.251, -1.205, -2.982)
H (-0.827, 3.024, 1.019)
H (0.695, -2.256, -1.286)
H (-0.615, 2.664, -1.637)
H (-0.162, 1.881, 2.120)
H (1.145, -2.611, 1.086)
H (1.320, 0.343, -2.665)


Entry 6:
ORCA calculation (ωB97M-V/def2-TZVPD) on C17H17BrN2O2S2Tl as an isolated structure.

Calculated values
* HOMO-LUMO gap (spin up / spin down): 0.1724 / 0.1723 hartree
* E_HOMO (spin up / spin down): -10.9 / -10.9 eV
* max |F|: 0.038 hartree/bohr
* energy relative to the best compared isomer or geometry (same formula, charge and spin): 1.177 eV
* multiplicity: 1
* net charge: +1

Atoms and positions in Å:
Tl (0.209, 1.589, 1.218)
Br (-1.146, 3.463, -0.110)
S (0.060, 0.553, 3.961)
S (-1.450, -0.791, 0.113)
O (-1.240, -2.157, 0.483)
O (-1.864, 0.120, 1.179)
N (2.330, 1.111, -0.126)
N (-0.063, -0.078, -0.423)
C (4.663, 1.293, -0.557)
C (2.190, -2.580, -1.987)
C (3.450, -0.639, -1.338)
C (3.377, -1.895, -1.970)
C (-2.600, -0.651, -1.226)
C (-3.365, 0.498, -1.343)
C (0.812, 1.683, 5.161)
C (1.020, -0.748, -0.900)
C (-1.693, 0.904, 4.224)
C (-3.608, -1.595, -3.169)
C (-4.369, -0.442, -3.313)
C (4.649, 0.094, -1.219)
C (2.274, -0.051, -0.805)
C (1.027, -2.027, -1.444)
C (-2.714, -1.707, -2.117)
C (3.471, 1.755, 0.013)
C (-4.262, 0.594, -2.395)
H (5.556, -0.327, -1.633)
H (-5.049, -0.352, -4.149)
H (3.447, 2.670, 0.591)
H (1.884, 1.693, 4.983)
H (0.397, 2.682, 5.063)
H (-2.223, 0.482, 3.373)
H (-2.132, -2.606, -1.968)
H (-3.270, 1.294, -0.618)
H (-1.861, 1.975, 4.293)
H (4.264, -2.300, -2.437)
H (-4.881, 1.474, -2.492)
H (0.102, -2.580, -1.477)
H (2.139, -3.560, -2.441)
H (5.570, 1.865, -0.435)
H (-2.004, 0.410, 5.142)
H (-3.715, -2.413, -3.867)
H (0.619, 1.296, 6.160)


Entry 7:
ORCA calculation (ωB97M-V/def2-TZVPD) on a 3-piece molecular cluster, C15H27INO8S2 overall.

Calculated values
* HOMO-LUMO gap: 0.2728 hartree
* E_HOMO: -11.9 eV
* max |F|: 0.025 hartree/bohr
* multiplicity: 1
* net charge: +1

Atoms and positions in Å:
I (2.972, 2.389, 0.771)
S (0.485, 0.055, 5.341)
S (1.316, 0.143, -5.144)
O (-1.085, -0.166, 5.524)
O (1.149, -1.205, 5.430)
O (1.652, 1.451, -4.666)
O (0.685, 0.904, 4.200)
O (-2.602, -2.339, 1.002)
O (2.381, -0.305, -6.225)
O (1.092, -0.931, -4.219)
O (-4.399, -1.997, -0.291)
N (-1.856, 2.394, 0.299)
C (0.767, 0.964, 6.819)
C (0.310, 1.638, -0.635)
C (-1.577, -2.140, 4.132)
C (3.781, -0.288, -5.860)
C (-3.098, 2.171, 0.769)
C (-0.068, 0.253, -6.227)
C (-3.632, 0.915, 0.814)
C (-1.800, -0.662, 4.382)
C (-1.593, 0.094, -0.156)
C (1.246, 1.132, 0.528)
C (-2.864, -0.155, 0.338)
C (-1.095, 1.390, -0.160)
C (1.600, -0.371, 0.416)
C (4.158, -1.439, -4.950)
C (-3.297, -1.594, 0.376)
H (-2.854, -0.481, 4.587)
H (-0.200, -0.705, -6.724)
H (0.234, 1.910, 6.763)
H (-4.629, 0.758, 1.201)
H (-0.986, -0.720, -0.524)
H (-3.656, 3.024, 1.135)
H (1.839, 1.136, 6.890)
H (-0.544, -2.346, 3.854)
H (0.450, 1.052, -1.545)
H (-1.463, 3.328, 0.296)
H (0.426, 0.371, 7.664)
H (0.661, 1.248, 1.443)
H (3.846, -2.390, -5.384)
H (0.478, 2.687, -0.877)
H (-2.219, -2.476, 3.321)
H (0.960, -0.930, 1.103)
H (5.237, -1.456, -4.795)
H (4.327, -0.363, -6.798)
H (3.678, -1.351, -3.977)
H (0.109, 1.047, -6.946)
H (-1.796, -2.724, 5.026)
H (4.033, 0.675, -5.413)
H (-1.530, -0.067, 3.504)
H (-4.118, -2.730, -0.861)
H (1.380, -0.746, -0.587)
H (2.648, -0.532, 0.648)
H (-0.939, 0.481, -5.617)


Entry 8:
ORCA calculation (ωB97M-V/def2-TZVPD) on C3H2LiO3Tb as an isolated structure.

Calculated values
* HOMO-LUMO gap (spin up / spin down): 0.2796 / 0.1754 hartree
* E_HOMO (spin up / spin down): -18.2 / -15.3 eV
* max |F|: 0.169 hartree/bohr
* energy relative to the best compared isomer or geometry (same formula, charge and spin): 5.784 eV
* multiplicity: 7
* net charge: +2

Atoms and positions in Å:
Tb (2.227, -0.091, 0.058)
O (0.831, 1.595, -1.420)
O (0.558, -0.577, -2.228)
O (0.612, -0.368, 1.731)
C (-1.591, 0.148, 1.072)
C (0.360, 0.613, -1.747)
C (-0.544, -0.206, 1.767)
Li (1.692, -1.686, -0.922)
H (-1.935, 1.171, 1.090)
H (-2.210, -0.599, 0.600)